# C22H82BF4FeN32O19

A molecular structure, C22H82BF4FeN32O19 (ωB97M-V/def2-TZVPD, OMol25).

Each line ends with the Löwdin charge.
Atoms and positions in Å:
Fe (4.329479, 13.075569, 24.526071)  1.17
B (8.289783, 11.077066, 22.894432)  -1.30
F (7.873699, 9.821181, 22.438038)  0.12
F (7.411080, 11.444734, 23.941542)  0.11
F (9.623459, 11.034831, 23.287740)  0.13
F (8.158200, 11.986458, 21.840866)  0.12
C (9.581936, 7.889903, 23.466670)  -0.66
O (8.561092, 7.143792, 23.411764)  -0.05
N (10.295512, 8.252482, 22.395818)  0.19
N (10.038259, 8.312918, 24.680414)  0.17
H (9.692172, 8.256027, 21.597668)  0.08
H (10.889410, 9.110102, 22.465566)  0.11
H (11.035439, 8.238157, 24.706868)  0.06
H (9.556668, 7.853713, 25.434097)  0.10
C (-1.687116, 9.891949, 21.757336)  -0.61
O (-0.759285, 10.364141, 22.392906)  -0.01
N (-1.546516, 9.417623, 20.459698)  0.14
N (-2.907916, 9.617754, 22.362461)  0.16
H (-2.345393, 8.899418, 20.013474)  0.13
H (-0.677365, 9.638898, 19.949112)  0.12
H (-3.735864, 9.375247, 21.862912)  0.10
H (-2.995414, 9.916446, 23.318223)  0.11
C (3.495267, 15.039621, 22.243131)  -0.59
O (3.491930, 13.965913, 22.927810)  -0.08
N (2.482931, 15.360100, 21.465674)  0.22
N (4.465435, 15.948310, 22.375108)  0.20
H (1.732797, 14.725730, 21.418620)  0.11
H (2.367671, 16.206848, 20.955534)  0.12
H (5.347018, 15.656054, 22.799284)  0.07
H (4.645003, 16.668228, 21.596016)  0.17
C (4.570795, 11.410925, 22.086126)  -0.57
O (4.578017, 11.652921, 23.293410)  -0.05
N (3.935178, 10.327098, 21.638486)  0.23
N (5.106580, 12.275063, 21.191210)  0.24
H (4.242583, 9.993841, 20.724992)  0.12
H (3.557995, 9.628814, 22.273098)  0.07
H (5.341286, 11.927780, 20.268742)  0.07
H (5.813089, 12.842122, 21.581447)  0.08
C (7.077865, 10.058716, 18.660310)  -0.68
O (6.334790, 11.022160, 18.827516)  -0.03
N (7.174161, 9.377074, 17.499032)  0.18
N (8.067153, 9.885898, 19.552634)  0.19
H (7.726882, 8.499852, 17.499072)  0.11
H (6.376595, 9.482409, 16.876283)  0.12
H (8.286951, 8.880314, 19.669823)  0.07
H (7.941387, 10.393507, 20.403358)  0.06
C (7.104134, 14.424940, 24.554626)  -0.52
O (5.909245, 14.284903, 24.055053)  -0.13
N (7.388443, 13.898501, 25.783291)  0.21
N (8.019409, 15.048373, 23.809187)  0.25
H (6.794678, 13.178179, 26.223670)  0.11
H (8.309876, 13.989250, 26.155671)  0.08
H (8.996547, 15.016074, 23.937920)  0.06
H (7.869583, 15.173216, 22.794500)  0.09
C (7.439321, 14.386758, 20.057799)  -0.66
O (7.203850, 15.174664, 20.954799)  0.01
N (8.693285, 13.969796, 19.813696)  0.20
N (6.474231, 14.021955, 19.138671)  0.17
H (8.852579, 13.580700, 18.913716)  0.10
H (9.319286, 13.679331, 20.470517)  0.03
H (5.524831, 14.329645, 19.271796)  0.10
H (6.590593, 13.105196, 18.683364)  0.08
C (1.614937, 11.717189, 24.318216)  -0.57
O (2.451429, 12.365969, 24.982845)  -0.07
N (1.823872, 10.443909, 23.890425)  0.23
N (0.475145, 12.299204, 23.942732)  0.21
H (2.472075, 9.862389, 24.317033)  0.04
H (1.080169, 9.994226, 23.414970)  0.08
H (0.353721, 13.258021, 24.185618)  0.12
H (0.006019, 11.853087, 23.156276)  0.07
C (12.614430, 11.614473, 20.876429)  -0.60
O (12.592844, 10.669320, 21.688933)  0.00
N (13.784205, 12.318771, 20.551088)  0.16
N (11.459740, 12.081006, 20.307050)  0.16
H (13.776914, 12.714176, 19.622778)  0.09
H (14.675667, 11.964563, 20.903691)  0.06
H (11.477043, 12.511762, 19.399444)  0.10
H (10.608845, 11.679984, 20.627754)  0.08
C (9.541154, 5.931792, 19.170804)  -0.68
O (8.984390, 6.973741, 18.888880)  0.00
N (10.022506, 5.131531, 18.174533)  0.16
N (9.652622, 5.368242, 20.403587)  0.19
H (10.519562, 4.231975, 18.276800)  0.08
H (9.745616, 5.477995, 17.246880)  0.12
H (9.356832, 5.802083, 21.212420)  0.04
H (9.745998, 4.343712, 20.532043)  0.12
C (13.673894, 9.794286, 25.398610)  -0.65
O (12.509406, 9.375535, 25.582617)  -0.05
N (14.675868, 9.563564, 26.267645)  0.17
N (13.961572, 10.556969, 24.325948)  0.20
H (14.355928, 8.966375, 27.028016)  0.12
H (15.627431, 9.884191, 26.251683)  0.11
H (14.835117, 10.854660, 24.051925)  0.04
H (13.275979, 10.661008, 23.569451)  0.08
C (10.596924, 12.216446, 26.799615)  -0.65
O (10.090536, 13.246783, 27.172725)  0.01
N (10.209645, 11.468392, 25.740779)  0.19
N (11.728399, 11.811861, 27.512438)  0.19
H (10.899073, 10.783676, 25.331544)  0.10
H (9.637828, 11.983124, 25.082876)  0.07
H (11.762079, 12.236656, 28.366998)  0.06
H (12.157332, 10.893554, 27.390039)  0.08
C (16.942436, 10.639255, 21.394695)  -0.61
O (15.946041, 10.937202, 22.110435)  -0.04
N (17.656475, 11.553633, 20.700327)  0.16
N (17.347765, 9.300633, 21.260939)  0.14
H (17.180337, 12.475520, 20.708687)  0.13
H (18.008923, 11.226957, 19.824488)  0.10
H (18.334486, 9.080500, 21.147769)  0.10
H (16.796776, 8.642737, 21.810287)  0.11
C (5.377965, 10.813488, 26.092942)  -0.62
O (5.345433, 12.026337, 25.887585)  -0.06
N (6.477780, 10.102023, 26.152416)  0.25
N (4.259935, 10.146134, 26.490273)  0.20
H (7.341761, 10.400800, 25.749282)  0.10
H (6.435625, 9.122199, 26.461369)  0.14
H (4.226403, 9.122331, 26.336441)  0.09
H (3.335091, 10.585737, 26.244086)  0.12
C (4.489950, 7.713363, 23.941092)  -0.64
O (3.353128, 8.147464, 23.605302)  -0.05
N (5.561031, 7.942910, 23.265700)  0.23
N (4.632525, 7.073465, 25.176637)  0.15
H (5.520875, 8.362508, 22.372967)  0.06
H (6.454743, 7.537266, 23.488034)  0.09
H (5.481747, 6.587420, 25.458217)  0.11
H (3.851831, 6.759978, 25.696534)  0.09
C (4.179363, 15.755356, 26.485437)  -0.59
O (3.827379, 14.739350, 25.833316)  -0.05
N (5.435593, 16.253826, 26.517189)  0.22
N (3.185247, 16.338302, 27.123824)  0.20
H (5.610110, 17.025289, 27.088742)  0.10
H (6.188679, 15.603953, 26.264723)  0.09
H (2.293522, 15.874550, 27.044119)  0.13
H (3.226309, 17.092429, 27.776189)  0.12
C (5.732062, 5.150349, 20.230177)  -0.07
C (4.990024, 6.485880, 20.414511)  -0.28
O (6.017791, 7.394329, 20.734527)  -0.14
H (5.103490, 4.473025, 19.561324)  0.09
H (5.915320, 4.454223, 21.085326)  0.08
H (6.767751, 5.249269, 19.823896)  0.06
H (4.376751, 6.547882, 21.346493)  0.11
H (4.447315, 6.844939, 19.532665)  0.11
H (6.607875, 7.489068, 19.973189)  0.06
C (13.745414, 3.828872, 18.646936)  -0.08
C (12.933631, 3.163095, 19.761155)  -0.25
O (11.547932, 2.758189, 19.404934)  -0.13
H (13.331137, 4.756320, 18.392250)  0.05
H (13.888172, 3.175418, 17.835856)  0.06
H (14.762726, 4.059428, 19.082010)  0.10
H (12.772859, 4.036328, 20.447453)  0.11
H (13.439678, 2.334686, 20.295690)  0.12
H (11.350345, 1.827847, 19.534010)  0.08
C (11.567511, 14.190203, 22.687301)  -0.07
C (11.806063, 14.420318, 24.175004)  -0.23
O (10.516294, 14.483755, 24.805106)  -0.12
H (12.533458, 14.272129, 22.186742)  0.08
H (10.843443, 14.840294, 22.208367)  0.07
H (11.143686, 13.225079, 22.489974)  0.04
H (12.341895, 15.312313, 24.268885)  0.10
H (12.351418, 13.653329, 24.581950)  0.08
H (10.550077, 14.135362, 25.719965)  0.04

Cartesian forces, eV/Å:
Fe -0.217 1.596 0.189
B -0.312 -0.453 0.034
F -0.125 -0.170 -0.128
F 0.480 0.330 0.124
F -0.124 0.139 -0.190
F -0.073 0.558 -0.403
C -2.302 -1.755 1.270
O 1.080 1.121 -0.481
N 0.934 1.222 -0.535
N -0.131 -0.165 -0.356
H 0.083 -0.070 -0.641
H -0.683 -1.040 -0.043
H 0.706 0.592 0.708
H 0.158 -0.179 0.092
C -1.268 -1.964 -0.745
O 0.494 0.585 0.014
N -0.869 0.108 0.139
N 1.401 0.565 -0.316
H 1.653 1.001 0.549
H -1.127 -0.361 0.538
H -0.205 -0.050 -0.243
H -0.062 0.015 -0.059
C 1.312 0.055 1.700
O -0.770 0.858 -0.678
N -0.881 -0.331 -0.674
N 1.505 1.874 -1.854
H -0.813 -0.770 -0.057
H 0.367 0.481 -0.066
H -0.516 -0.269 0.034
H -0.708 -1.665 1.725
C -0.194 -0.012 -2.277
O 0.202 -0.131 2.235
N 0.527 -0.448 -1.258
N -0.700 -1.096 0.145
H -0.341 0.088 0.306
H 0.093 0.018 0.306
H 0.096 -0.255 -0.116
H 0.858 0.868 0.498
C 1.285 1.695 -0.304
O -1.813 0.674 -0.472
N -0.398 -1.366 -0.158
N 0.723 -2.657 0.241
H -0.560 0.886 -0.175
H 0.466 -0.277 0.198
H 0.603 0.881 0.074
H -0.197 0.133 0.532
C -0.255 -1.649 -0.738
O 1.137 -0.282 0.763
N -0.652 0.820 -0.584
N -1.504 0.217 -1.057
H 0.265 0.731 -0.839
H 0.860 -0.069 0.227
H 1.427 -0.376 1.543
H -0.979 -0.044 0.528
C -0.816 0.574 -0.728
O -0.699 0.398 1.490
N -1.018 0.099 -2.895
N 0.959 -0.915 -0.286
H 0.050 -0.447 -0.557
H 1.554 -0.424 2.517
H 0.230 0.125 0.195
H -0.219 0.637 0.298
C -0.155 -0.887 -1.170
O 1.221 0.196 1.141
N -1.116 2.477 0.205
N 0.156 -0.528 -0.468
H 1.599 -1.141 0.615
H -0.786 -0.464 -0.445
H -0.044 0.386 -0.094
H -0.573 0.226 0.409
C 0.980 -0.902 0.944
O -0.061 1.501 -0.725
N -1.185 -0.651 -0.104
N 0.769 0.258 -0.403
H 0.224 0.202 0.172
H -0.541 -0.279 0.029
H -0.029 0.098 0.062
H -0.488 -0.572 0.043
C 0.319 -2.861 -0.183
O -0.713 1.886 0.361
N 0.000 0.145 -1.223
N 0.714 -2.017 -0.766
H -0.498 0.875 0.231
H 0.538 -0.595 0.756
H -0.889 1.545 1.696
H 0.263 1.227 -0.687
C -0.479 0.961 -1.362
O 0.794 0.039 0.397
N -0.655 -1.143 1.440
N -2.564 -0.293 -0.170
H 0.632 0.326 -0.203
H -0.193 0.107 -0.327
H 2.372 0.410 -0.358
H 0.209 -0.307 0.505
C 2.901 -2.541 0.418
O -1.999 2.202 0.189
N 0.850 -0.286 -0.108
N -0.766 -1.738 -3.081
H -1.106 0.827 0.666
H 0.165 -0.349 -0.040
H 0.406 1.110 2.517
H -0.444 0.449 -0.044
C -1.750 -1.568 1.742
O 1.944 -0.297 -1.470
N -0.855 1.176 0.219
N -0.274 0.998 0.264
H 0.840 -0.948 -0.175
H 0.348 0.144 -0.411
H -0.470 0.174 -0.004
H 0.363 0.432 -0.208
C -1.082 -2.565 1.376
O -0.149 2.366 -0.742
N 0.890 -1.543 0.385
N -2.199 -0.368 -1.022
H 0.365 0.479 -0.328
H -0.072 0.949 -0.367
H 0.320 0.907 0.143
H 1.621 -0.253 0.601
C -2.741 0.145 1.716
O 0.831 -0.392 0.289
N 1.825 -0.257 0.083
N 1.284 0.215 -0.017
H -0.025 0.382 -0.906
H 0.551 -0.085 0.047
H -0.183 0.282 -0.620
H -1.048 -0.148 -0.137
C 0.393 -0.930 -0.854
O 0.745 -1.019 -0.545
N -0.686 -1.804 -0.946
N -1.316 0.863 0.859
H 0.544 1.114 0.884
H -0.405 0.600 0.334
H 0.155 0.057 -0.050
H 0.416 0.307 0.129
C -1.042 -2.469 -1.014
C 1.195 -0.607 1.386
O 0.664 1.826 -0.425
H 0.984 0.805 0.395
H -0.513 1.207 0.090
H -1.005 0.366 -0.187
H -0.120 -0.544 -1.039
H -0.141 -0.460 0.110
H 0.009 -0.195 0.207
C 1.257 -1.259 2.061
C -1.086 1.005 0.974
O 0.891 0.824 -0.319
H -0.794 1.184 -0.686
H 0.155 -0.608 -1.322
H -0.976 -0.316 -0.379
H 0.086 -1.148 0.084
H -0.220 0.510 -0.488
H 0.547 -0.085 0.043
C 0.470 -0.227 0.235
C -2.906 0.504 -1.861
O 0.395 0.134 0.248
H -0.152 -0.040 -0.283
H 0.090 0.824 0.234
H 0.084 -0.783 0.235
H 0.722 1.641 0.579
H 1.431 -2.032 0.959
H 0.001 0.379 -0.242

Calculated values
total energy: -156679.67376 eV
⟨S²⟩: 8.755
spin multiplicity: 6
energy above the lowest of the compared OMol25 structures with the same formula, charge and spin: 5.8 kcal per mole
net charge: +2
E_HOMO (alpha / beta): -0.45984 / -0.45984 hartree
Kohn-Sham gap (alpha / beta): 9.306 / 7.025 eV